288
Properties=species:S:1:pos:R:3:forces:R:3:mulliken_charge:R:1 method="wB97M-V/def2-TZVPD" homo_energy_ev=-9.855 de_lowest_ev=0.0000 fmax_ev_per_a=6.516 e_tot_ev=-340743.09540 e_lumo_ev=0.048
C -3.46079 -2.91078 4.44382 1.026 -1.177 -0.925 1.22
C -4.15233 -4.04486 3.65726 -1.484 0.254 0.719 -0.86
C -5.63769 -3.55256 3.50503 1.302 1.108 -0.551 0.09
S -5.94669 -2.67072 5.03279 -1.749 -0.662 2.457 1.07
O -6.77251 -3.53169 5.89692 1.247 0.944 -1.068 -0.77
O -6.40522 -1.31034 4.83286 0.153 -0.080 -0.618 -0.54
C -4.24914 -2.57712 5.64698 -0.390 -0.224 0.775 -1.19
H -3.36492 -2.03365 3.80386 0.251 0.023 -0.116 -0.65
H -2.48774 -3.29394 4.75114 0.281 0.373 -0.235 0.16
H -4.24552 -4.94559 4.26397 0.578 -0.163 0.058 0.62
H -3.58998 -4.25795 2.74816 -0.551 0.011 -0.093 -0.14
H -6.48588 -4.20945 3.31216 0.389 -0.156 0.078 0.69
H -5.62931 -2.73466 2.78457 -0.304 -0.127 -0.322 -0.51
H -4.10763 -3.31834 6.43353 -0.307 -0.214 -0.089 0.50
H -3.96579 -1.62148 6.08808 -0.633 0.194 -0.207 0.41
C 2.23041 2.42964 3.86335 1.473 0.299 -0.722 1.14
C 0.81781 2.82671 4.18061 -0.766 0.181 1.305 0.57
C 0.60969 4.26510 3.79094 0.831 0.419 -2.069 -0.27
S 2.25238 5.14274 4.00607 -1.315 1.318 2.330 1.19
O 2.17105 5.83444 5.34517 0.433 -1.324 -3.023 -0.77
O 2.60606 5.92836 2.81290 -0.287 -1.301 1.271 -0.62
C 3.17451 3.58076 4.25680 0.057 0.123 1.258 -0.75
H 2.41578 2.27556 2.80034 -0.502 -0.255 -0.221 -0.78
H 2.50361 1.49882 4.36038 0.121 0.045 0.027 0.06
H 0.63601 2.75524 5.25297 0.096 -0.301 0.217 0.26
H 0.08820 2.18065 3.69239 0.027 0.038 -0.066 -0.71
H -0.26186 4.83090 4.12015 0.425 -0.050 0.671 0.72
H 0.47281 4.20457 2.71126 0.134 0.469 -0.351 -0.46
H 3.33587 3.57380 5.33477 -0.465 0.195 0.261 0.43
H 4.22025 3.60460 3.95030 -0.336 0.066 -0.982 0.16
C -5.11840 3.11617 3.43719 0.098 -0.152 0.682 0.68
C -5.03118 4.35423 4.36886 -0.884 0.444 0.663 -1.36
C -3.86395 4.20651 5.33501 0.911 -0.736 -1.634 -0.05
S -3.97680 2.45218 5.84072 0.018 -1.029 0.382 0.79
O -4.79210 2.36714 7.06259 0.985 0.142 -1.597 -0.70
O -2.64944 1.79236 5.82664 -1.722 0.933 -0.118 -0.43
C -5.01600 1.86527 4.33620 0.667 0.854 0.626 0.00
H -4.31303 3.05717 2.70507 0.392 0.475 0.185 -0.47
H -5.99787 3.11691 2.79327 -0.279 0.047 0.376 0.28
H -5.86153 4.47412 5.06474 -0.840 -0.473 -0.504 0.38
H -5.02588 5.30214 3.83077 0.385 -0.086 -0.150 0.49
H -3.74803 4.90066 6.16737 -0.407 -0.319 0.033 0.60
H -3.01217 4.29479 4.66063 0.692 -0.261 0.482 -0.36
H -5.96036 1.50667 4.74571 0.103 0.054 0.080 0.54
H -4.47821 1.06045 3.83506 0.024 -0.040 0.358 -0.35
C 7.86636 5.76807 0.87592 -1.306 0.830 0.832 -0.81
C 7.38752 4.38234 0.44686 -0.074 -0.161 0.177 -0.27
C 6.44066 3.86355 1.52025 -0.322 0.345 1.057 -0.28
S 7.16277 4.45377 3.16810 0.580 1.237 -1.271 1.14
O 7.96814 3.40487 3.78293 -1.145 0.731 -0.387 -0.67
O 6.20194 5.26994 3.91204 0.658 -1.356 -0.449 -0.61
C 8.29004 5.65385 2.32843 1.318 -0.494 -0.084 -0.74
H 7.05771 6.49484 0.95323 -0.614 -0.190 -0.736 0.31
H 8.57970 6.24137 0.20121 0.340 -0.377 0.228 0.41
H 8.23173 3.69798 0.36275 0.088 0.065 -0.377 0.28
H 6.81292 4.47286 -0.47495 0.328 -0.324 -0.216 0.18
H 6.25655 2.79540 1.63539 0.447 -0.056 -0.273 0.03
H 5.47655 4.33004 1.31780 -0.134 0.214 0.690 0.29
H 9.30660 5.26769 2.25366 0.029 -0.434 0.865 0.33
H 8.31622 6.58141 2.90032 -0.261 -0.111 -0.070 0.46
C -3.47158 8.03841 0.67554 -0.575 -0.147 0.821 -0.79
C -1.94945 8.38287 0.71377 0.435 -0.273 -0.267 -0.80
C -1.06263 7.11316 0.78027 -1.546 -0.699 0.401 -0.49
S -2.25633 5.70672 0.63915 0.408 1.761 -0.406 0.98
O -1.89119 4.59783 1.52290 -0.427 0.469 -1.032 -0.24
O -2.46116 5.60434 -0.80691 -0.326 -0.936 0.972 -0.70
C -3.70815 6.66306 1.31090 1.480 -1.145 -0.313 -0.61
H -3.93858 8.01509 -0.30908 0.600 0.041 -0.251 0.31
H -4.05562 8.78082 1.21943 0.138 0.107 0.130 0.46
H -1.61515 8.95834 1.57701 -0.742 0.199 0.160 0.35
H -1.66305 8.99694 -0.14004 -0.173 -0.166 -0.129 0.32
H -0.70403 6.96266 1.79854 0.662 0.190 -0.246 0.30
H -0.33199 7.05124 -0.02622 0.011 -0.359 0.388 0.33
H -3.59162 6.57499 2.39107 0.079 0.431 0.085 0.19
H -4.57385 6.05880 1.03973 -0.151 0.356 -0.318 0.37
C 2.24336 -0.88478 -5.87361 -0.256 -0.228 0.195 0.27
C 3.12577 0.12166 -6.56602 2.238 -0.873 -0.867 -1.15
C 4.56171 -0.12105 -5.95855 -0.278 0.272 0.860 -0.38
S 4.76645 -1.91353 -5.78941 0.967 -1.579 0.191 1.11
O 5.46013 -2.37022 -4.55891 -1.281 1.099 -1.641 -0.45
O 5.26577 -2.50409 -7.02983 -0.583 0.674 0.617 -0.77
C 2.99210 -2.22809 -5.63546 -0.377 0.345 0.317 0.31
H 1.33477 -1.03634 -6.45636 -0.094 -0.105 0.162 0.21
H 1.97540 -0.40212 -4.93375 -0.236 -0.442 0.284 -0.43
H 2.72995 1.13700 -6.58870 0.263 0.016 0.591 0.49
H 3.24678 -0.12879 -7.61993 -0.176 -0.129 -0.216 0.41
H 4.63875 0.11992 -4.89831 -0.248 0.539 0.190 -0.20
H 5.43994 0.32379 -6.42645 -0.218 -0.186 -0.285 0.72
H 2.81070 -2.63062 -4.63888 0.133 0.154 0.008 -0.74
H 2.73117 -3.03024 -6.32579 0.118 0.236 -0.240 0.52
C 8.59408 -1.60555 -1.04933 -0.076 -0.444 0.369 -0.21
C 9.21002 -0.24085 -1.25957 0.992 0.156 -0.377 -0.96
C 8.07046 0.64587 -1.61689 -2.198 0.121 -0.063 -0.50
S 7.04573 -0.38754 -2.79321 -0.456 0.484 -1.098 1.08
O 7.38938 -0.14413 -4.20190 -0.019 0.054 1.716 -0.76
O 5.63589 -0.26001 -2.41943 0.920 0.135 0.008 -0.21
C 7.71795 -1.95552 -2.23567 0.044 -0.251 0.274 -0.55
H 7.98034 -1.57378 -0.14911 0.032 0.088 0.000 -0.11
H 9.29979 -2.41860 -0.87890 0.199 0.200 -0.020 0.53
H 9.87939 -0.18715 -2.11814 0.451 -0.432 0.073 0.32
H 9.76185 0.03073 -0.35966 -0.086 0.384 -0.088 0.46
H 8.15020 1.65950 -2.00969 0.642 -0.265 -0.349 0.61
H 7.37841 0.74331 -0.78043 -0.101 -0.106 0.227 -0.16
H 8.31712 -2.41688 -3.02068 -0.365 0.166 -0.234 0.55
H 6.91398 -2.60681 -1.89281 -0.126 0.070 -0.493 0.01
C -3.84457 3.93781 -3.55138 -0.008 0.086 1.033 -0.90
C -3.28530 2.56741 -3.08206 -0.072 -1.512 0.679 0.71
C -3.44093 2.38373 -1.53697 -0.358 2.010 -0.128 0.97
S -5.09455 3.01936 -1.26880 1.621 1.196 -1.921 1.01
O -5.17422 3.61967 0.04606 -0.746 -0.338 0.202 -0.68
O -5.97274 1.98927 -1.76818 -0.939 0.032 0.595 -0.63
C -4.98793 4.39906 -2.57966 0.762 -1.126 1.079 -0.86
H -4.05337 4.00505 -4.61909 -0.447 -0.416 0.095 0.30
H -3.05389 4.67259 -3.39963 0.149 -0.068 0.069 0.41
H -2.26477 2.36957 -3.40989 0.142 0.449 0.191 0.25
H -3.82838 1.68919 -3.43119 -0.472 0.223 -0.714 -0.56
H -2.83013 3.08962 -0.97416 0.367 -0.175 -0.084 -0.28
H -3.44756 1.41075 -1.04569 0.208 -0.239 -0.661 -0.51
H -4.57377 5.22369 -1.99954 -0.370 0.095 0.014 0.25
H -6.00169 4.61474 -2.91711 0.203 -0.209 -0.278 0.52
C -0.21315 -0.40858 6.88260 0.485 1.498 1.154 -0.73
C -0.96384 -1.20646 5.88800 -0.159 -0.882 -0.738 -0.04
C -0.03365 -1.33040 4.66280 -0.081 -0.103 -0.170 2.07
S 1.60508 -1.73321 5.38218 -3.039 0.357 2.000 1.25
O 2.65966 -1.11715 4.66870 1.536 0.429 -1.215 -0.58
O 1.60203 -3.13172 5.72986 0.364 -0.160 -0.323 -0.75
C 1.27249 -0.80452 6.94119 -0.404 -0.217 -0.496 -0.91
H -0.69501 -0.39086 7.86015 0.139 -0.495 0.160 0.66
H -0.26389 0.65144 6.63384 0.014 0.065 -0.461 -0.09
H -1.94875 -0.76941 5.72355 0.222 0.285 -0.528 -0.25
H -1.18719 -2.19012 6.30108 0.245 -0.312 -0.109 0.38
H 0.08535 -0.40837 4.09376 0.094 0.350 0.342 -1.23
H -0.33248 -2.04755 3.89828 0.157 -0.396 0.237 -0.36
H 1.86467 0.11050 6.95401 0.368 -0.408 0.136 0.40
H 1.48022 -1.49853 7.75561 0.259 0.166 -0.069 0.42
C -3.08200 1.18160 -8.02924 0.386 0.354 0.385 -0.90
C -3.24083 2.56202 -7.34767 0.238 0.591 -0.103 0.42
C -1.92537 3.30257 -7.49601 1.352 -0.059 -0.185 -1.06
S -0.67464 2.06293 -7.09686 0.884 -1.775 -1.639 0.88
O -0.26536 2.03964 -5.71142 -0.391 0.440 0.046 -0.26
O 0.38400 2.05502 -8.10800 -0.917 0.318 0.800 -0.73
C -1.80854 0.60445 -7.40125 0.383 0.432 1.062 -0.34
H -2.98859 1.31943 -9.10645 0.000 -0.184 -0.024 0.39
H -3.92948 0.53692 -7.79624 -0.032 0.053 -0.198 0.36
H -3.44465 2.40444 -6.28855 -0.304 0.155 0.050 -0.56
H -3.93821 3.26130 -7.80893 -0.695 -0.583 0.147 0.44
H -1.69356 4.22972 -6.97183 -0.474 -0.271 0.715 0.48
H -1.72158 3.59728 -8.52543 -0.086 -0.462 -0.275 0.39
H -1.98539 0.23456 -6.39130 -0.452 0.344 0.307 -0.07
H -1.29732 -0.26799 -7.80817 0.159 0.557 -0.879 0.61
C -6.72483 0.48785 1.43045 0.724 -0.314 -0.322 1.21
C -8.02531 1.00398 2.02470 -0.574 0.829 -0.096 -0.85
C -8.83503 -0.16782 2.43862 0.530 -1.876 0.446 -0.78
S -8.52270 -1.42105 1.11611 -0.599 -1.111 1.770 1.19
O -9.61824 -1.30720 0.16445 0.641 -0.357 0.277 -0.67
O -8.22965 -2.72615 1.78097 -0.193 2.174 -1.638 -0.64
C -7.04775 -0.63633 0.40265 0.151 0.753 0.752 0.78
H -6.04308 0.08534 2.17964 -0.422 -0.354 0.578 -0.66
H -6.11005 1.30329 1.04940 -0.325 0.020 -0.686 -0.58
H -8.64937 1.55656 1.32235 0.571 0.540 -0.261 0.34
H -7.82940 1.58829 2.92376 -0.021 0.389 -0.231 0.35
H -9.91436 -0.13703 2.58762 0.103 0.443 -0.349 0.54
H -8.37386 -0.47696 3.37663 -0.147 -0.884 -0.073 0.18
H -7.29401 -0.17255 -0.55253 -0.142 -0.344 -0.063 0.41
H -6.25428 -1.37890 0.31839 -0.183 0.112 -0.126 -0.78
C 6.29103 -3.90429 4.84416 0.903 -0.613 -1.090 -0.81
C 7.59092 -4.74931 4.54718 0.847 1.257 -0.562 -0.65
C 8.55706 -3.83182 3.70376 -1.180 0.907 0.639 -0.95
S 7.47430 -2.89807 2.53319 -0.244 -0.955 -0.866 1.22
O 7.48113 -3.47245 1.18364 -0.342 -0.512 1.318 -0.64
O 7.79043 -1.48593 2.49840 -0.258 -0.015 1.012 -0.67
C 5.82986 -3.33519 3.45409 2.172 0.411 0.812 -0.18
H 6.58054 -3.19849 5.62270 -0.105 0.655 -0.497 0.36
H 5.51634 -4.49396 5.33432 -0.078 -0.232 -0.432 0.43
H 7.44812 -5.69252 4.01986 -0.263 -0.043 0.378 0.32
H 8.17251 -4.82113 5.46626 -0.378 -0.875 0.133 0.38
H 9.49186 -4.19473 3.27650 -0.554 -0.515 -0.450 0.46
H 8.89455 -3.07613 4.41307 -0.103 0.400 -0.109 0.38
H 5.39179 -4.14025 2.86411 -0.275 0.386 -0.087 0.15
H 5.31402 -2.37680 3.51330 -0.374 -0.332 -0.186 0.20
C -0.84694 -4.99942 2.29938 -0.394 -0.335 0.844 1.15
C -0.48120 -5.83405 1.05602 1.219 1.569 -0.912 -0.50
C 0.25616 -7.08350 1.44455 -0.087 -0.288 1.648 -1.00
S 1.30410 -6.52261 2.90277 -0.834 -1.250 1.208 1.02
O 2.60354 -6.17971 2.37414 0.132 0.047 0.233 -0.50
O 1.21724 -7.50769 4.02416 -0.018 2.075 -2.153 -0.75
C 0.34520 -4.93083 3.31509 0.253 -1.454 -1.304 -0.44
H -1.77241 -5.45841 2.64716 0.100 0.146 0.824 0.02
H -1.04909 -3.95664 2.05474 -0.244 -0.075 -0.397 -0.65
H 0.18345 -5.19463 0.47510 0.347 -0.122 -0.207 -0.51
H -1.30631 -5.97988 0.35886 -0.248 -0.284 0.390 0.74
H 0.90213 -7.61008 0.74203 0.139 0.661 -0.169 0.50
H -0.43089 -7.84000 1.82369 -0.023 0.018 0.335 0.38
H 0.91761 -4.04484 3.04038 0.531 -0.377 -0.170 -0.13
H 0.27794 -4.91727 4.40293 -0.744 -0.211 -0.156 0.64
C 2.91040 2.69935 -0.93569 1.235 -1.616 0.809 1.13
C 3.16675 3.22485 -2.36275 0.441 0.345 0.215 -0.73
C 1.83608 3.56859 -2.94048 -2.350 0.435 -0.092 -0.50
S 0.69440 3.95405 -1.48235 0.555 -1.036 -0.315 0.88
O -0.44131 3.00815 -1.53056 0.964 1.947 -0.021 0.16
O 0.62456 5.41223 -1.36534 -0.773 -1.115 -0.272 -0.90
C 1.81531 3.37905 -0.16183 -1.131 0.990 -0.341 0.46
H 3.78554 2.68814 -0.28601 0.451 0.360 -0.310 0.14
H 2.73560 1.62604 -1.01024 -0.538 0.024 -0.118 -1.08
H 3.59560 2.45611 -3.00557 0.238 -0.154 0.357 0.33
H 3.87094 4.05676 -2.37509 -0.158 0.193 0.104 0.28
H 1.38615 2.77352 -3.53506 -0.133 -0.586 0.643 -0.26
H 1.66612 4.38140 -3.64657 0.743 0.607 0.424 0.67
H 1.20473 2.83730 0.56052 0.051 -0.865 -0.506 -0.84
H 2.09002 4.23650 0.45251 0.489 0.439 -0.578 0.53
C 3.52232 -4.46761 0.03359 0.240 -0.134 0.601 -1.21
C 3.55268 -3.94975 -1.38401 2.059 -0.385 1.456 -0.09
O 2.28937 -3.68276 -1.79596 -5.596 -0.843 -3.230 0.27
P 1.34838 -4.73641 -2.65386 -0.325 -1.236 0.906 -0.52
O 0.96893 -6.00469 -1.91604 0.905 2.365 -1.482 -0.72
O 0.04113 -3.85571 -3.12617 2.145 -0.530 1.675 1.15
C -0.84084 -4.39084 -4.11590 -0.921 -0.228 -0.860 -0.54
C -0.52110 -3.61864 -5.35899 0.273 -0.697 -1.218 -0.27
O 2.20446 -5.00007 -4.03939 -1.699 1.284 2.108 -0.10
C 2.91629 -6.20147 -4.15644 1.477 -1.399 -1.400 -0.31
C 4.13926 -5.91666 -5.05065 -0.720 -0.146 0.606 -1.01
H 3.20299 -5.49255 0.22235 -0.033 -0.131 -0.806 0.61
H 4.53651 -4.42616 0.43083 0.013 0.305 0.332 0.36
H 2.79991 -3.90022 0.62036 0.309 0.409 0.195 -0.03
H 3.96362 -2.94235 -1.45014 1.024 -0.242 0.213 -0.06
H 4.12270 -4.65510 -1.98870 -0.074 0.180 -0.541 0.16
H -0.77430 -5.47419 -4.21604 0.661 -0.060 -0.059 0.44
H -1.89862 -4.25468 -3.89083 0.167 0.516 0.852 0.09
H 0.53689 -3.81194 -5.53620 0.220 0.865 -0.009 -0.11
H -0.96102 -3.99553 -6.28232 -0.549 -0.351 0.178 0.65
H -0.84836 -2.58065 -5.29923 0.508 0.052 0.288 -0.24
H 3.35848 -6.60788 -3.24682 -0.515 0.359 0.503 0.30
H 2.26423 -6.98065 -4.55114 -0.097 0.036 -0.109 0.33
H 3.91146 -5.50808 -6.03516 -0.159 0.063 0.114 0.24
H 4.69739 -5.19216 -4.45761 0.503 0.042 -0.452 0.09
H 4.69344 -6.84561 -5.18494 0.182 0.112 0.073 0.46
C -0.35527 -0.13758 -2.86327 1.174 -1.111 -0.616 0.75
C 0.49578 -0.83702 -1.77637 -2.341 0.318 -1.642 1.09
O 0.70647 0.18700 -0.78742 0.791 -1.138 1.986 0.21
P 0.85789 -0.26058 0.78162 -1.404 -0.993 -0.697 -0.19
O 0.46491 -1.69920 0.99582 0.761 1.984 -0.014 0.05
O 2.33336 0.17513 1.22804 -2.100 0.607 -0.494 0.26
C 3.33883 -0.81820 1.17147 2.219 -0.667 0.649 0.89
C 4.74002 -0.17241 1.00936 -0.336 -0.041 -0.055 -0.47
O -0.10738 0.80659 1.56188 2.853 -0.967 -1.182 -0.72
C -1.48135 0.83890 1.27361 -1.589 0.209 1.036 0.50
C -2.22285 -0.13823 2.14572 -0.010 -0.723 0.016 1.08
H -0.58094 -0.91530 -3.59288 -0.319 -0.220 -0.060 -0.65
H -1.30343 0.25047 -2.49111 0.270 0.256 0.129 -0.39
H 0.23407 0.56215 -3.45585 -0.256 0.565 0.385 -0.43
H -0.14913 -1.66917 -1.49402 0.083 0.158 1.133 -0.19
H 1.34335 -1.37938 -2.19537 0.723 0.822 0.292 -0.29
H 3.30927 -1.34522 2.12514 0.049 0.014 0.141 -0.12
H 3.18005 -1.60286 0.43174 -0.279 0.373 -0.404 -0.54
H 5.52490 -0.91966 1.12627 -0.139 -0.243 0.051 -0.17
H 4.93844 0.29573 0.04521 -0.441 -0.117 -0.233 -0.07
H 4.95028 0.58588 1.76361 -0.312 -0.032 0.270 0.27
H -1.77942 1.83419 1.60326 -0.109 0.222 -0.550 -0.17
H -1.82433 0.63602 0.25906 0.887 0.387 -0.430 -0.90
H -1.87219 -0.08788 3.17654 -0.403 0.235 0.107 -0.05
H -3.29126 0.04712 2.03506 -0.158 0.141 0.320 0.05
H -2.06784 -1.16397 1.81114 0.184 -0.120 -0.041 -0.48
C -4.00242 -2.72481 0.15637 0.515 -2.475 0.833 -0.79
C -3.19540 -2.08496 -0.94134 1.345 -2.048 4.047 0.34
O -4.11203 -1.27836 -1.50196 -1.986 1.790 -5.245 1.16
P -4.59346 -1.84499 -2.99484 -1.207 0.935 0.779 -0.23
O -3.50061 -2.19788 -3.91535 -0.388 0.231 0.391 -0.76
O -5.58915 -3.08661 -2.64076 0.874 1.867 -0.873 -0.24
C -6.85831 -3.24585 -3.35304 -0.814 -0.480 1.830 -0.29
C -8.02868 -2.65634 -2.53135 0.103 -0.351 -0.477 -1.03
O -5.56053 -0.62233 -3.49235 0.660 -2.335 4.648 0.25
C -5.54744 -0.24803 -4.78817 0.326 1.730 -2.252 0.06
C -6.39599 1.04666 -4.97969 0.435 -0.794 -0.363 -1.17
H -4.25546 -2.15610 1.05116 0.031 0.607 -0.391 -0.25
H -4.89181 -3.19041 -0.26825 -0.163 0.155 0.119 0.57
H -3.41658 -3.56260 0.53450 0.098 -0.280 0.293 0.16
H -2.38789 -1.59582 -0.39657 0.229 0.902 -0.594 -0.63
H -2.68747 -2.86175 -1.51290 -0.378 0.176 -0.752 0.05
H -6.89427 -2.98754 -4.41138 0.582 0.487 0.125 0.27
H -6.98636 -4.32710 -3.30217 -0.035 -0.012 -0.218 0.47
H -8.06151 -3.02906 -1.50758 0.269 -0.299 -0.090 0.24
H -8.13963 -1.57631 -2.43480 0.380 0.037 -0.488 0.14
H -8.91230 -3.05368 -3.03078 -0.303 0.180 0.094 0.53
H -4.50178 -0.03219 -5.00752 0.087 -0.007 -0.794 -0.20
H -5.89026 -1.12163 -5.34261 -0.087 0.441 -0.900 0.47
H -6.02683 1.63522 -5.81958 -0.001 -0.322 -0.394 0.32
H -7.42850 0.76058 -5.18018 -0.073 0.339 0.238 0.41
H -6.29843 1.74342 -4.14716 -0.191 -0.504 0.366 0.01